1:
A molecular structure, C10H17NO3S, computed with ωB97M-V/def2-TZVPD.

The spin multiplicity is 1.

CARTESIAN COORDINATES (ANGSTROEM)
C: 0.4660 -1.0061 0.3888
C: 0.1601 -2.2788 0.6004
C: 0.2222 1.2471 1.3691
C: 1.7160 1.2655 1.6824
C: -0.2149 0.2875 0.3762
C: 0.9379 -3.4160 0.0553
C: -0.9949 -0.0012 -1.9475
C: -1.4127 2.1376 -0.7755
C: -2.6141 0.1319 -0.0067
C: -1.2610 0.6677 -0.5735
N: 1.3179 -0.4677 -0.5456
O: 3.5077 -0.4770 0.3727
O: 2.9803 0.8356 -1.6385
O: 2.3814 1.6771 0.5766
S: 2.6406 0.3960 -0.3378
H: -0.8027 -2.5328 1.0703
H: -0.3953 0.9586 2.3503
H: -0.1126 2.3000 1.2358
H: 2.0166 1.9438 2.5453
H: 2.1604 0.3484 2.1313
H: 1.7347 -3.6611 0.7867
H: 1.3067 -3.1297 -0.9273
H: 0.4059 -4.3184 0.0218
H: -1.9205 0.2861 -2.5974
H: -0.6516 -1.0647 -1.7022
H: -0.2398 0.5664 -2.4423
H: -2.0488 2.2378 -1.7086
H: -1.9302 2.7498 0.0726
H: -0.4528 2.6204 -0.9303
H: -2.9130 0.4917 1.0427
H: -2.5321 -1.0493 0.2299
H: -3.4575 0.2538 -0.7749



2:
C10H17NO3S in the gas phase, computed with ωB97M-V/def2-TZVPD.

The spin multiplicity is 1. Its SMILES is CC/C(=C/C=C\C(=C\N)CC)S(=O)(=O)O.

CARTESIAN COORDINATES (ANGSTROEM)
C: -1.3327 -3.1385 -0.6720
C: 0.2350 -2.7277 -0.4414
C: 0.2350 -1.8827 0.7173
C: 0.0563 -0.5502 0.6228
C: -0.0316 0.4868 1.6682
C: 0.0599 1.7997 1.2843
C: 0.1254 2.2783 -0.1301
C: -0.8300 1.8974 -0.9874
N: -1.0413 2.3923 -2.2964
C: 1.1865 3.3122 -0.5075
C: 2.0478 2.5467 -1.6419
S: 0.0005 -2.6298 2.3740
O: -0.0998 -4.0940 2.1922
O: 0.9270 -2.0546 3.3088
O: -1.5379 -2.2809 2.7268
H: -1.8482 -2.2381 -0.8064
H: -1.5742 -3.6144 0.2293
H: -1.6483 -3.8928 -1.4635
H: 0.4883 -2.1222 -1.2899
H: 0.7267 -3.6124 -0.2246
H: 0.1892 -0.1022 -0.3528
H: -0.1188 0.1643 2.6701
H: -0.1185 2.4739 2.1205
H: -1.6332 1.2687 -0.5624
H: -1.8502 1.9274 -2.6870
H: -0.4757 3.1164 -2.7360
H: 0.9652 4.3814 -0.7478
H: 1.8693 3.2782 0.2634
H: 2.3165 1.5942 -1.1198
H: 3.0975 2.8623 -1.8483
H: 1.5945 2.2946 -2.5599
H: -1.9802 -3.1343 2.8975



Which is the most stable structure? 2 is the most stable.



1:
2 unconnected molecules or ions with the total composition C3H4NO, computed with ωB97M-V/def2-TZVPD.

The spin multiplicity is 1. The charge is -1.

CARTESIAN COORDINATES (ANGSTROEM)
C: 1.7360 -1.4778 -0.0470
C: 1.0119 -0.7321 0.5376
C: -0.9866 0.4608 -0.3250
N: -0.7581 0.7260 1.0613
O: -0.2768 1.8856 1.2975
H: 2.4502 -2.1090 -0.5892
H: -0.1303 0.6171 -0.8688
H: -1.3116 -0.6262 -0.4767
H: -1.7348 1.2555 -0.5897



2:
2 unconnected molecules or ions with the total composition C3H4NO, computed with ωB97M-V/def2-TZVPD.

The spin multiplicity is 1. The charge is -1.

CARTESIAN COORDINATES (ANGSTROEM)
C: 0.1671 -0.4096 -0.4029
C: -0.1177 0.6105 0.1962
C: 0.4888 -1.7332 -0.9729
N: -0.4688 2.3439 1.5749
O: -1.7013 2.4208 1.9675
H: 1.0168 -1.7820 -1.9121
H: 1.1740 -2.2471 -0.2581
H: -0.3283 -2.2995 -1.1551
H: -0.2306 3.0962 0.9624



Which is the most stable structure? 2 is the most stable.